No. 1
This record from the Open Molecules 2025 dataset describes 2 unconnected molecules or ions with the total composition C3H7BN2O2 in a non-equilibrium geometry. The level of theory is ωB97M-V with the def2-TZVPD basis set.

## Properties
total energy = -403.28792 Eh
ΔE to the lowest compared entry with this formula, charge and spin = 303.12 kJ/mol

Last column: natural (NBO) charge in e.
Cartesian coordinates (Å):
B -1.407 -0.492 0.813  1.057
C 1.005 1.190 -0.899  -0.279
C -1.569 -0.739 -0.709  -0.338
C -1.635 -0.969 -1.892  -0.202
N 1.822 0.288 -0.366  -0.209
N 2.846 0.694 0.414  -0.648
O -2.558 -0.150 1.437  -0.882
O -0.204 -0.613 1.434  -0.872
H 0.050 0.854 -1.370  0.220
H -2.120 -0.985 -2.846  0.239
H 1.349 2.175 -0.662  0.207
H 1.821 -0.708 -0.618  0.397
H 3.544 -0.029 0.588  0.313
H -2.728 -0.286 2.332  0.498
H -0.214 -0.233 2.343  0.500



No. 2
This record from the Open Molecules 2025 dataset describes a molecular structure, C3H7BeO7PS in a non-equilibrium geometry. The level of theory is ωB97M-V with the def2-TZVPD basis set.

## Properties
total energy = -1398.39308 Eh
total charge = +2

Last column: natural (NBO) charge in e.
Cartesian coordinates (Å):
O 0.178 -2.249 -1.440  -0.935
P 0.753 -0.948 -1.813  1.456
C -0.188 0.484 -1.072  -0.226
O -1.411 0.570 -1.744  -0.619
S -2.678 0.338 -0.741  2.541
O -3.425 1.501 -0.735  -0.820
O -3.290 -0.883 -0.915  -0.809
O -1.827 0.307 0.679  -0.611
C -0.454 0.451 0.431  0.019
C 0.255 -0.601 1.322  -0.165
O 0.839 -0.079 2.498  -0.109
O 1.773 0.922 2.258  -0.450
H 2.108 -0.764 -1.451  -0.084
H 0.684 -0.724 -3.200  0.026
H 0.439 1.360 -1.258  0.246
H -0.235 1.469 0.787  0.246
H 0.973 -1.247 0.789  0.237
H -0.515 -1.271 1.698  0.321
H 2.153 0.826 1.346  0.467
Be 3.866 0.538 2.562  1.271



No. 3
This record from the Open Molecules 2025 dataset describes a single C3H7BrN2S molecule in a non-equilibrium geometry. The level of theory is ωB97M-V with the def2-TZVPD basis set.

## Properties
total energy = -3200.17221 Eh
ΔE to the lowest compared entry with this formula, charge and spin = 10.53 kJ/mol
SMILES = CCN(Br)C(N)=S

Last column: natural (NBO) charge in e.
Cartesian coordinates (Å):
C -1.268 0.904 1.096  -0.649
C -0.904 0.784 -0.354  -0.250
N 0.439 0.272 -0.411  -0.480
Br 1.586 1.726 -0.055  0.209
C 0.708 -1.074 -0.519  0.263
N 2.004 -1.519 -0.588  -0.782
S -0.540 -2.096 -0.862  -0.232
H -0.667 1.654 1.613  0.220
H -2.305 1.262 1.176  0.215
H -1.435 -0.140 1.427  0.235
H -1.672 0.045 -0.869  0.261
H -0.831 1.731 -0.833  0.200
H 2.707 -1.083 -0.088  0.384
H 2.178 -2.464 -0.733  0.407



No. 4
This record from the Open Molecules 2025 dataset describes 2 unconnected molecules or ions with the total composition C3H7BrSi in a non-equilibrium geometry. The level of theory is ωB97M-V with the def2-TZVPD basis set.

## Properties
total energy = -2981.87809 Eh
ΔE to the lowest compared entry with this formula, charge and spin = 299.36 kJ/mol

Last column: natural (NBO) charge in e.
Cartesian coordinates (Å):
C -0.999 -0.133 -0.217  -0.287
C 0.130 -0.257 0.432  -0.311
C -2.339 -0.849 -0.203  -0.628
Si 2.569 1.141 0.026  0.782
Br 4.143 -0.312 -0.062  -0.269
H -0.952 0.593 -0.904  0.181
H 0.317 -0.982 1.201  0.162
H -3.169 -0.069 0.257  0.219
H -2.264 -1.832 0.304  0.213
H -2.537 -1.173 -1.141  0.212
H 2.858 1.688 1.402  -0.152
H 2.243 2.184 -1.093  -0.122



No. 5
This record from the Open Molecules 2025 dataset describes a molecular structure, C3H7CeO3 in a non-equilibrium geometry. The level of theory is ωB97M-V with the def2-TZVPD basis set.

## Properties
total energy = -818.69926 Eh
ΔE to the lowest compared entry with this formula, charge and spin = 0.00 kJ/mol
total charge = +2
2S+1 = 2

Last column: Mulliken charge in e.
Cartesian coordinates (Å):
O -1.027 -2.110 0.206  -0.518
C -0.663 -1.722 -0.999  -0.012
C 0.038 -0.565 -1.180  -0.267
O 0.635 -0.134 0.023  -0.323
C 1.761 0.729 -0.066  -0.652
Ce -0.757 -0.842 1.847  1.839
H -0.743 -2.429 -1.834  0.381
H 0.585 -0.319 -2.089  0.411
H 1.897 1.177 0.924  0.252
H 2.635 0.119 -0.331  0.317
H 1.582 1.531 -0.793  0.354
O -1.949 1.158 1.619  -0.615
H -2.347 1.414 0.680  0.433
H -1.647 1.995 1.991  0.399



No. 6
This record from the Open Molecules 2025 dataset describes 3 unconnected molecules or ions with the total composition C3H7Cl4NO2 in a non-equilibrium geometry. The level of theory is ωB97M-V with the def2-TZVPD basis set.

## Properties
total energy = -2164.38269 Eh
ΔE to the lowest compared entry with this formula, charge and spin = 64.05 kJ/mol
SMILES = C[N+](=O)[O-].ClCCl.ClCCl

Last column: natural (NBO) charge in e.
Cartesian coordinates (Å):
C 0.106 -2.078 0.784  -0.503
N -0.195 -2.919 -0.407  0.558
O 0.448 -3.890 -0.450  -0.363
O -1.039 -2.542 -1.155  -0.381
H 1.154 -2.245 1.032  0.227
H -0.542 -2.411 1.594  0.235
H 0.069 -1.009 0.570  0.227
Cl -1.450 2.858 3.690  -0.014
C -1.123 3.753 5.182  -0.408
Cl 0.116 3.037 6.254  -0.021
H -0.841 4.770 4.909  0.220
H -2.029 4.000 5.735  0.223
Cl 1.335 -1.395 -6.818  -0.048
C 0.981 -0.131 -5.554  -0.366
Cl 1.972 -0.447 -4.086  -0.029
H 1.109 0.858 -5.994  0.223
H -0.072 -0.209 -5.283  0.222



No. 7
This record from the Open Molecules 2025 dataset describes 3 unconnected molecules or ions with the total composition C3H7ClN2O in a non-equilibrium geometry. The level of theory is ωB97M-V with the def2-TZVPD basis set.

## Properties
total energy = -763.22725 Eh
ΔE to the lowest compared entry with this formula, charge and spin = 551.52 kJ/mol

Last column: natural (NBO) charge in e.
Cartesian coordinates (Å):
C 1.984 -0.318 1.866  -0.660
C 0.821 -1.164 0.311  0.363
C 0.532 -0.168 -0.655  -0.465
N -3.618 2.471 -1.083  -0.007
N 0.401 -2.267 0.618  -0.627
O -2.717 2.114 -1.801  -0.247
Cl -0.339 -0.891 -2.067  -0.108
H 1.141 -0.047 2.539  0.218
H 2.539 0.369 1.214  0.191
H 1.259 0.291 -1.193  0.244
H -0.338 0.421 -0.286  0.269
H 2.844 -0.849 2.306  0.211
H -4.342 2.842 -1.702  0.255
H -0.168 -2.805 -0.067  0.361



No. 8
This record from the Open Molecules 2025 dataset describes a single C3H7ClN2OS molecule in a non-equilibrium geometry. The level of theory is ωB97M-V with the def2-TZVPD basis set.

## Properties
total energy = -1161.52840 Eh

Last column: natural (NBO) charge in e.
Cartesian coordinates (Å):
C 0.412 -1.351 -0.614  -0.452
C -0.811 -0.055 0.849  -0.224
C -1.415 0.968 -0.191  -0.438
N 1.420 0.352 0.657  -0.534
N 0.470 -0.560 0.568  -0.218
O 3.398 1.726 0.187  -0.887
S 2.773 0.433 -0.077  1.275
Cl -3.137 1.123 -0.204  -0.015
H -0.598 -1.464 -0.885  0.205
H 0.948 -1.081 -1.434  0.201
H 0.707 -2.317 -0.415  0.212
H -1.539 -0.890 0.939  0.215
H -0.631 0.596 1.819  0.230
H -1.064 0.511 -1.099  0.197
H -0.935 2.009 -0.101  0.233



No. 9
This record from the Open Molecules 2025 dataset describes 2 unconnected molecules or ions with the total composition C3H7ClN4O6S. The level of theory is ωB97M-V with the def2-TZVPD basis set.

## Properties
total energy = -1647.01493 Eh

Last column: natural (NBO) charge in e.
Cartesian coordinates (Å):
O 2.991 -1.868 1.821  -0.918
S 1.614 -1.540 1.594  2.014
O 0.632 -1.623 2.645  -0.949
C 1.590 0.125 0.932  -0.549
N 0.371 0.871 1.206  -0.533
C -0.776 0.413 0.745  0.610
N -0.894 -0.754 0.075  -0.468
C -2.161 -0.823 -0.249  0.307
N -2.863 0.225 0.179  -0.349
N -1.968 1.041 0.829  -0.371
H 1.163 -2.245 0.537  0.015
H 2.435 0.618 1.408  0.255
H 1.686 0.105 -0.162  0.330
H 0.434 1.785 1.620  0.423
H -2.610 -1.635 -0.801  0.244
H -3.841 0.433 0.069  0.445
H -2.216 1.931 1.224  0.441
O 1.531 0.979 -3.969  -0.821
Cl 0.881 0.595 -2.759  2.549
O 1.826 -0.107 -1.888  -0.895
O -0.233 -0.283 -3.024  -0.875
O 0.408 1.757 -2.030  -0.904



No. 10
This record from the Open Molecules 2025 dataset describes a gas-phase ion, C3H7ClNO2S (charge -1) in a non-equilibrium geometry. The level of theory is ωB97M-V with the def2-TZVPD basis set.

## Properties
total energy = -1181.94715 Eh
ΔE to the lowest compared entry with this formula, charge and spin = 526.46 kJ/mol
SMILES = CN(C)[S@@](=O)([O-])=CCl
total charge = -1

Last column: natural (NBO) charge in e.
Cartesian coordinates (Å):
C 1.287 -0.277 -1.038  -0.423
N 0.709 0.283 0.150  -0.657
C 0.857 -0.476 1.360  -0.461
S -0.775 1.019 -0.091  1.907
O -1.363 1.460 1.866  -0.897
O -0.556 2.122 -1.068  -0.944
C -1.875 -0.072 -0.882  -0.874
Cl -2.382 -1.263 0.266  -0.091
H 1.397 -1.348 -0.927  0.176
H 0.548 -0.100 -1.944  0.233
H 2.158 0.097 -1.445  0.183
H 1.853 -0.446 1.920  0.162
H -0.033 -0.008 1.939  0.308
H 0.970 -1.532 1.130  0.165
H -2.795 0.541 -1.235  0.214